Entry from OMol25: C8H6 as an isolated structure in a non-equilibrium geometry (the ωB97M-V functional and the def2-TZVPD basis).

As for the orbital gap (spin up / spin down): 8.0 / 8.0 eV. Its total charge is 0. The LUMO energy (spin up / spin down) comes out at -0.1 / -0.1 eV. As for the energy above the lowest of the compared OMol25 structures with the same formula, charge and spin: 605.0 kJ/mol. The HOMO energy (spin up / spin down) is -8.092 / -8.092 eV.

Each line ends with the natural charge from an NBO analysis.
Element x y z (Å)
C 2.041 0.671 -0.315  0.12
C 2.599 -0.421 0.035  -0.19
C 0.408 -1.842 -0.322  -0.14
C -0.502 -0.918 -0.650  -0.02
C 0.818 1.457 -0.397  -0.48
C -1.420 -0.218 0.200  -0.39
C 1.158 -0.884 0.551  -0.20
C 0.065 0.245 0.182  -0.12
H 0.916 -2.683 -0.753  0.23
H 0.970 2.416 0.286  0.23
H 0.649 1.832 -1.427  0.24
H -2.064 0.468 -0.370  0.24
H -1.929 -0.878 0.830  0.23
H 1.091 -0.994 1.663  0.25